Record 1
{"formula": "C17H23NO5", "method": "the ωB97M-V functional and the def2-TZVPD basis", "symbols": ["C", "C", "H", "H", "O", "C", "C", "C", "C", "C", "C", "O", "C", "C", "H", "H", "H", "H", "H", "H", "C", "O", "O", "C", "H", "H", "C", "O", "N", "C", "C", "H", "C", "C", "H", "H", "H", "H", "H", "H", "H", "H", "H", "H", "H", "H"], "xyz": [[5.5781, -1.3652, 0.1750], [4.9347, -0.7811, -1.0787], [4.5734, -1.5744, -1.7431], [5.6679, -0.1839, -1.6282], [3.9002, 0.1383, -0.7839], [2.6945, -0.2991, -0.3233], [2.3096, -1.6378, -0.3067], [1.0518, -2.0220, 0.1094], [0.1393, -1.0662, 0.5404], [0.5175, 0.2721, 0.5513], [1.7762, 0.6767, 0.1301], [1.9739, 2.0250, 0.1371], [3.2544, 2.5764, 0.4001], [3.7955, 2.1700, 1.7658], [3.0778, 2.4222, 2.5431], [3.9805, 1.0990, 1.8001], [4.7273, 2.6937, 1.9607], [3.9650, 2.3114, -0.3879], [3.0774, 3.6551, 0.3706], [-0.1697, 1.0312, 0.8880], [-1.2014, -1.5050, 0.9723], [-1.6156, -2.6363, 0.8645], [-1.9255, -0.4980, 1.4870], [-3.2423, -0.7882, 1.9325], [-3.4875, -1.8305, 1.6903], [-3.2769, -0.6509, 3.0173], [-4.2749, 0.1576, 1.3153], [-5.0531, 0.7774, 2.0166], [-4.2882, 0.2492, -0.0218], [-3.4825, -0.4764, -0.9842], [-4.2334, -0.2831, -2.3001], [-5.0327, -1.0199, -2.3866], [-4.8256, 1.1156, -2.1415], [-5.2425, 1.1344, -0.6756], [-6.2556, 0.7415, -0.5365], [-5.2016, 2.1250, -0.2185], [-4.0584, 1.8683, -2.3257], [-5.6634, 1.2986, -2.8103], [-3.5781, -0.3735, -3.1635], [-2.4787, -0.0377, -1.0487], [-3.3855, -1.5291, -0.7112], [0.7635, -3.0612, 0.1054], [2.9936, -2.3997, -0.6440], [6.3878, -2.0321, -0.1076], [5.9811, -0.5653, 0.7917], [4.8521, -1.9219, 0.7629]], "mulliken_charge": [-1.073, -0.511, 0.355, 0.372, -0.424, 1.029, -0.309, -1.412, 0.187, -0.069, 0.096, -0.530, -0.292, -1.001, 0.307, 0.218, 0.375, 0.228, 0.389, 0.550, 0.424, -0.669, -0.274, -0.663, 0.391, 0.307, 0.594, -0.682, 0.140, -0.298, -0.735, 0.310, -0.627, -0.654, 0.314, 0.333, 0.288, 0.365, 0.399, 0.010, 0.373, 0.486, 0.347, 0.409, 0.280, 0.347], "smiles": "CCOc1ccc(C(=O)OCC(=O)N2CCCC2)cc1OCC", "e_above_lowest_kj_mol": 202.29, "spin_multiplicity": 1, "gap_ev": 9.16, "largest_force_ev_per_a": 0.7, "e_lumo_ha": 0.024, "molar_mass_g_mol": 321.4}

Record 2
{"formula": "C17H24AsN3ORhS4", "method": "the ωB97M-V functional and the def2-TZVPD basis", "symbols": ["Rh", "C", "N", "C", "S", "N", "C", "H", "H", "H", "H", "H", "H", "H", "H", "C", "C", "O", "S", "C", "C", "C", "C", "C", "C", "C", "C", "H", "H", "H", "H", "H", "H", "H", "S", "C", "N", "C", "As", "C", "C", "S", "H", "H", "H", "H", "H", "H", "H", "H", "H"], "xyz": [[0.1707, 0.2493, -0.2177], [4.8889, -1.4861, -1.3193], [4.3834, -1.3634, 0.0464], [3.1826, -0.9016, 0.3756], [2.1806, -0.3704, -0.9562], [2.8276, -0.8331, 1.6423], [3.6510, -1.2927, 2.7488], [5.9216, -1.8160, -1.2621], [4.8582, -0.5260, -1.8317], [4.3070, -2.2147, -1.8814], [5.0015, -1.6341, 0.7937], [1.8967, -0.4723, 1.8376], [4.5861, -0.7314, 2.8030], [3.8696, -2.3599, 2.6669], [3.1039, -1.1194, 3.6711], [1.4894, 3.0769, -8.6805], [0.2964, 3.0685, -9.5965], [0.3276, 3.3925, -10.7487], [-1.2898, 2.4953, -8.9587], [-0.9405, 2.0552, -7.2728], [-0.5238, 0.7655, -6.9566], [-0.2795, 0.4143, -5.6410], [-0.4605, 1.3483, -4.6186], [-0.8913, 2.6374, -4.9374], [-1.1321, 2.9849, -6.2551], [-0.2194, 0.9801, -3.2547], [-0.0399, 0.6931, -2.0916], [2.3272, 3.5075, -9.2228], [1.7315, 2.0600, -8.3700], [1.2825, 3.6547, -7.7803], [-0.3948, 0.0391, -7.7484], [0.0463, -0.5875, -5.3948], [-1.0389, 3.3602, -4.1464], [-1.4710, 3.9824, -6.5025], [-0.4054, 0.2389, 4.5852], [-0.1390, 0.2053, 3.0141], [0.0758, 0.1205, 1.8532], [-0.5952, -3.0647, 2.5333], [-1.7808, -2.3380, 1.2093], [-2.8552, -3.8042, 0.5939], [-2.9975, -1.0640, 1.9645], [-0.8345, -1.6936, -0.6414], [-1.1527, -3.2186, 3.4561], [0.2204, -2.3730, 2.7149], [-0.2200, -4.0140, 2.1564], [-3.3598, -4.2542, 1.4479], [-2.2155, -4.5412, 0.1129], [-3.5888, -3.4338, -0.1187], [-3.5269, -1.5499, 2.7835], [-3.6995, -0.7757, 1.1844], [-2.4620, -0.1972, 2.3383]], "mulliken_charge": [0.036, -1.000, -0.179, 0.663, -0.222, 0.160, -1.126, 0.334, 0.370, 0.352, 0.243, 0.115, 0.426, 0.393, 0.332, -0.979, 0.684, -0.511, -0.126, -0.375, -0.323, -0.578, 0.740, -0.607, -0.305, 0.368, -0.710, 0.315, 0.296, 0.319, 0.476, 0.442, 0.437, 0.463, -0.308, 0.273, -0.688, -0.771, 0.838, -1.083, -0.958, -0.297, 0.387, 0.082, 0.390, 0.401, 0.376, 0.382, 0.374, 0.345, 0.333], "e_above_lowest_kj_mol": 0.00, "spin_multiplicity": 1, "gap_ev": 5.63, "largest_force_ev_per_a": 0.2, "e_lumo_ha": -0.180, "total_charge": 1, "molar_mass_g_mol": 592.5}

Record 3
{"formula": "C17H24AsN3ORhS4", "method": "the ωB97M-V functional and the def2-TZVPD basis", "symbols": ["Rh", "C", "N", "C", "S", "N", "C", "H", "H", "H", "H", "H", "H", "H", "H", "C", "C", "O", "S", "C", "C", "C", "C", "C", "C", "C", "C", "H", "H", "H", "H", "H", "H", "H", "S", "C", "N", "C", "As", "C", "C", "S", "H", "H", "H", "H", "H", "H", "H", "H", "H"], "xyz": [[-0.7634, 2.1052, 1.0668], [-1.2539, -1.2580, 4.6489], [-2.0573, -0.0365, 4.5842], [-1.7668, 1.0303, 3.8534], [-0.2557, 1.0220, 2.9555], [-2.5889, 2.0597, 3.8271], [-3.9192, 2.0602, 4.4178], [-1.7488, -1.9421, 5.3317], [-0.2548, -1.0510, 5.0250], [-1.1803, -1.7150, 3.6640], [-2.9050, -0.0138, 5.1291], [-2.3533, 2.8159, 3.1931], [-3.8637, 2.0387, 5.5075], [-4.5049, 1.2122, 4.0557], [-4.4238, 2.9728, 4.1163], [4.4502, -3.9765, -3.5183], [5.8473, -3.4295, -3.6547], [6.6139, -3.7570, -4.5127], [6.4739, -2.3186, -2.3742], [5.0188, -1.5395, -1.7236], [4.2275, -0.7257, -2.5321], [3.1256, -0.0798, -2.0037], [2.8055, -0.2142, -0.6494], [3.6142, -1.0114, 0.1603], [4.7084, -1.6715, -0.3747], [1.6689, 0.4648, -0.0983], [0.7136, 1.0597, 0.3540], [4.2732, -4.6604, -4.3442], [3.7046, -3.1842, -3.5231], [4.3637, -4.5033, -2.5670], [4.4913, -0.5893, -3.5732], [2.5215, 0.5615, -2.6328], [3.3777, -1.1129, 1.2110], [5.3267, -2.2974, 0.2549], [-4.8741, 3.6790, 0.5071], [-3.3557, 3.6233, 0.9865], [-2.2158, 3.5717, 1.3165], [-1.1397, -0.5321, -2.3735], [-2.3262, 0.7198, -1.5360], [-4.1298, 0.4008, -2.0979], [-1.8224, 2.4965, -2.0594], [-2.2939, 0.5170, 0.6154], [-1.1844, -0.4057, -3.4545], [-1.4463, -1.5389, -2.0978], [-0.1369, -0.3369, -1.9970], [-4.1758, 0.4143, -3.1858], [-4.7504, 1.1891, -1.6749], [-4.4539, -0.5684, -1.7241], [-1.8722, 2.5600, -3.1464], [-0.7960, 2.6861, -1.7421], [-2.5132, 3.2084, -1.6106]], "mulliken_charge": [0.155, -1.018, -0.169, 0.529, -0.263, -0.014, -1.131, 0.345, 0.360, 0.343, 0.267, 0.370, 0.376, 0.376, 0.349, -0.935, 0.647, -0.499, -0.123, -0.110, -0.573, -0.260, 0.771, -0.583, -0.472, 0.228, -0.801, 0.315, 0.288, 0.298, 0.498, 0.480, 0.450, 0.449, -0.329, 0.479, -0.793, -0.622, 0.671, -0.938, -1.028, -0.251, 0.419, 0.375, -0.074, 0.395, 0.278, 0.390, 0.447, 0.324, 0.313], "e_above_lowest_kj_mol": 23.64, "spin_multiplicity": 1, "gap_ev": 5.79, "largest_force_ev_per_a": 0.2, "e_lumo_ha": -0.178, "total_charge": 1, "molar_mass_g_mol": 592.5}

Record 4
{"formula": "C17H24BFN5O4S", "method": "the ωB97M-V functional and the def2-TZVPD basis", "symbols": ["C", "O", "B", "O", "N", "C", "C", "C", "C", "C", "C", "C", "C", "N", "N", "S", "O", "O", "F", "H", "H", "H", "H", "H", "H", "H", "H", "H", "H", "H", "H", "H", "H", "N", "C", "C", "C", "C", "H", "H", "H", "H", "H", "N", "C", "C", "C", "C", "H", "H", "H", "H", "H"], "xyz": [[-0.8296, -1.0583, 3.7508], [-0.4189, 0.1166, 3.0077], [-1.2028, 0.4697, 1.9760], [-1.9770, 1.5639, 2.0884], [-1.2367, -0.3479, 0.6678], [-2.5317, -0.4894, -0.0243], [-3.2748, -1.7572, 0.3287], [-2.6698, -2.8864, 0.8722], [-3.4116, -4.0224, 1.1743], [-4.7814, -4.0460, 0.9538], [-5.3941, -2.9094, 0.4337], [-4.6511, -1.7820, 0.1180], [-0.1704, -0.8821, 0.1810], [1.0348, -0.7481, 0.8164], [-0.2706, -1.5785, -1.0621], [0.7110, -2.9341, -1.1079], [0.3988, -3.7275, 0.0173], [2.0594, -2.6284, -1.4059], [0.0841, -3.5641, -2.3400], [-1.9012, -1.0837, 3.9152], [-0.4637, -1.9555, 3.2548], [-0.3445, -1.0001, 4.7151], [-2.2322, 1.9798, 1.2558], [-2.3983, -0.4251, -1.0978], [-3.1748, 0.3377, 0.2441], [-1.6113, -2.8776, 1.0713], [-2.9035, -4.8754, 1.5935], [-5.3444, -4.9299, 1.1974], [-6.4607, -2.9312, 0.2871], [-5.1705, -0.9321, -0.3007], [1.8047, -0.6265, 0.1677], [1.2404, -1.4550, 1.5142], [-0.0255, -0.9680, -1.8460], [4.4330, 0.0553, -1.7952], [4.3429, 1.1370, -0.9554], [4.8933, 2.2135, -1.5960], [5.3333, 1.7656, -2.8704], [5.0324, 0.4325, -2.9660], [4.1132, -0.8715, -1.5801], [3.8959, 1.0460, 0.0218], [4.9710, 3.2109, -1.1976], [5.8144, 2.3564, -3.6310], [5.1942, -0.2756, -3.7600], [0.5953, 3.3340, -0.3700], [0.4721, 4.4167, 0.4673], [1.0147, 5.4944, -0.1744], [1.4792, 5.0507, -1.4457], [1.2043, 3.7161, -1.5363], [0.2924, 2.4039, -0.1621], [0.0164, 4.3236, 1.4386], [1.0745, 6.4940, 0.2209], [1.9587, 5.6469, -2.2028], [1.3867, 3.0036, -2.3232]], "mulliken_charge": [-0.618, -0.486, 0.636, -0.407, 0.624, -1.186, 1.154, 0.073, -1.022, -0.518, -0.634, -0.655, -0.736, -0.133, 0.037, 1.068, -0.495, -0.524, -0.170, 0.309, 0.252, 0.258, 0.327, 0.410, 0.518, 0.293, 0.437, 0.430, 0.408, 0.434, 0.203, 0.280, 0.394, 0.038, -0.456, -0.504, -0.488, -0.469, 0.192, 0.455, 0.450, 0.410, 0.400, 0.078, -0.389, -0.588, -0.626, -0.325, 0.301, 0.388, 0.410, 0.411, 0.351], "spin_multiplicity": 1, "gap_ev": 5.56, "largest_force_ev_per_a": 1.2, "e_lumo_ha": -0.180, "total_charge": 1, "molar_mass_g_mol": 424.3}

Record 5
{"formula": "C17H24BO6", "method": "the ωB97M-V functional and the def2-TZVPD basis", "symbols": ["C", "C", "C", "C", "O", "O", "B", "O", "C", "C", "C", "C", "C", "C", "C", "C", "C", "H", "H", "H", "H", "H", "H", "H", "H", "H", "H", "H", "H", "H", "H", "H", "H", "C", "C", "O", "C", "O", "O", "C", "H", "H", "H", "H", "H", "H", "H", "H"], "xyz": [[3.4229, -3.7600, -1.3413], [3.3612, -2.6994, -0.7799], [3.2198, -1.3863, -0.1375], [4.2550, -0.3496, -0.5943], [5.5269, -1.0572, -0.5462], [4.0910, 0.1638, -1.8611], [4.9626, 1.3999, -1.8776], [5.4054, 1.6400, -0.4500], [4.5447, 0.8591, 0.3219], [3.3486, 1.6499, 0.9320], [1.9726, 1.3638, 0.3737], [1.6551, 1.5236, -0.9706], [0.3809, 1.2664, -1.4569], [-0.6456, 0.8505, -0.6136], [-0.3375, 0.6952, 0.7355], [0.9404, 0.9402, 1.2357], [1.1402, 0.7504, 2.7284], [3.3159, -4.7352, -1.7459], [3.3236, -1.5178, 0.9421], [2.2085, -1.0139, -0.3201], [5.6355, -1.4862, -1.3990], [5.9116, 1.3899, -2.6401], [4.2052, 2.3559, -2.1725], [5.1018, 0.4478, 1.1772], [3.5647, 2.7065, 0.7466], [3.3843, 1.5225, 2.0097], [2.4124, 1.8606, -1.6686], [0.1784, 1.4117, -2.5113], [-1.6427, 0.6585, -0.9855], [-1.1313, 0.3833, 1.4064], [2.0417, 0.1624, 2.9084], [0.3059, 0.1929, 3.1529], [1.2298, 1.7038, 3.2512], [-6.7295, -1.1150, 2.2685], [-6.3290, 0.2140, 1.6629], [-5.2449, 0.0709, 0.7382], [-5.5740, -0.4038, -0.4623], [-6.6838, -0.6899, -0.8333], [-4.4601, -0.5004, -1.1846], [-4.6433, -1.0682, -2.4823], [-5.8639, -1.6042, 2.7170], [-7.4895, -0.9682, 3.0364], [-7.1321, -1.7854, 1.5102], [-5.9602, 0.8825, 2.4389], [-7.1723, 0.7038, 1.1759], [-5.4173, -0.5400, -3.0347], [-4.8939, -2.1247, -2.3985], [-3.6952, -0.9644, -3.0021]], "mulliken_charge": [0.032, -1.226, 0.429, 0.509, -0.632, -0.812, 1.088, -0.816, 0.211, -1.300, 0.169, 0.155, -1.002, -0.573, -1.118, 1.530, -1.722, 0.483, 0.243, -0.109, 0.370, -0.288, -0.382, 0.379, 0.377, 0.329, 0.290, 0.405, 0.557, 0.372, 0.352, 0.384, 0.317, -1.097, -0.215, -0.315, 0.708, -0.580, -0.222, -0.710, 0.288, 0.358, 0.314, 0.308, 0.309, 0.332, 0.307, 0.213], "spin_multiplicity": 1, "gap_ev": 6.30, "largest_force_ev_per_a": 1.5, "e_lumo_ha": 0.084, "total_charge": -1, "molar_mass_g_mol": 335.2}